[1]
{"formula": "C5H6NaO2", "method": "the ωB97M-V functional and the def2-TZVPD basis", "charge": 1, "gap_ev": 8.5, "mol_weight_g_mol": 121.09, "symbols": ["O", "C", "C", "H", "Na", "O", "C", "C", "C", "H", "H", "H", "H", "H"], "xyz": [[1.14415, -0.63471, 1.20054], [0.66543, 0.16216, 0.40047], [-0.20165, 1.28557, 0.76289], [0.44180, 2.14350, 1.06030], [2.69391, -2.37489, 2.06551], [-1.17353, -0.83101, -2.46121], [-1.47389, 1.12510, 1.14566], [-0.43289, -1.05802, -1.54014], [0.66520, -0.10250, -1.10808], [-1.92908, 0.13224, 1.16415], [-2.12798, 1.98116, 1.31085], [-0.50938, -2.00566, -0.96334], [0.62636, 0.80615, -1.71785], [1.61154, -0.62909, -1.31976]], "atomic_forces_ev_per_a": [[0.6, 0.1, -0.2], [-1.4, -1.5, -1.0], [0.6, 0.6, 2.4], [-1.0, 0.2, -0.9], [-0.4, 0.4, -0.2], [0.6, -0.1, 0.7], [0.3, 0.2, -0.9], [-0.9, 0.1, -0.4], [1.5, -0.1, 0.2], [0.0, 0.3, -0.3], [0.3, -0.2, 0.5], [0.1, 0.1, -0.1], [-0.1, -0.1, 0.3], [-0.2, 0.1, -0.1]]}


[2]
{"formula": "C5H6O", "method": "the ωB97M-V functional and the def2-TZVPD basis", "gap_ev": 10.7, "mol_weight_g_mol": 82.10, "de_lowest_ev": 1.798, "symbols": ["C", "C", "C", "C", "C", "O", "H", "H", "H", "H", "H", "H"], "xyz": [[-1.97462, 0.29945, -0.15233], [-0.92440, -0.82070, -0.24375], [0.44259, -0.31251, -0.14845], [1.56335, 0.10106, 0.02634], [2.89465, 0.52830, 0.39711], [3.15563, 1.63669, 0.80725], [-2.06320, 0.67049, 0.87263], [-1.71156, 1.15096, -0.78721], [-2.95422, -0.06411, -0.47414], [-1.03320, -1.38511, -1.17713], [-1.05924, -1.54277, 0.57139], [3.66422, -0.26174, 0.30828]], "atomic_forces_ev_per_a": [[-0.1, 0.1, 0.0], [-0.1, 0.1, -0.1], [0.4, 0.0, 0.3], [-0.5, -0.1, 0.0], [0.1, 0.3, 0.1], [0.0, -0.5, -0.2], [0.0, -0.1, -0.1], [0.0, -0.2, 0.0], [0.1, 0.0, 0.1], [0.0, 0.1, 0.1], [0.0, 0.1, -0.1], [0.0, 0.2, 0.0]]}


[3]
{"formula": "C5H6O", "method": "the ωB97M-V functional and the def2-TZVPD basis", "gap_ev": [8.7, 8.7], "mol_weight_g_mol": 82.10, "de_lowest_ev": 7.619, "symbols": ["C", "C", "C", "O", "C", "C", "H", "H", "H", "H", "H", "H"], "xyz": [[-0.19285, 1.53441, 0.65668], [-0.15359, 0.14550, 0.77771], [-0.93820, -0.60395, -0.17409], [-1.63846, 0.11328, -0.98670], [0.78210, -1.00511, -0.48564], [1.76098, -1.55617, -0.93030], [0.39138, 2.06784, 1.41158], [-0.40273, 1.23102, -1.12358], [-1.13915, 2.04100, 0.49593], [0.23436, -0.30540, 1.67323], [-1.32102, -1.59919, 0.04846], [2.61718, -2.06325, -1.36328]], "atomic_forces_ev_per_a": [[0.3, 0.1, -0.6], [-0.8, 0.6, 0.8], [0.2, 0.0, 0.0], [2.0, 0.6, -1.1], [-0.9, -0.1, -0.4], [0.3, -0.1, -0.2], [0.4, 0.1, -0.8], [-1.3, -0.5, 2.3], [-0.2, -0.5, -0.4], [0.4, -0.5, 0.0], [0.2, -0.1, 0.1], [-0.6, 0.4, 0.4]]}


[4]
{"formula": "C5H6O", "method": "the ωB97M-V functional and the def2-TZVPD basis", "gap_ev": 10.6, "mol_weight_g_mol": 82.10, "de_lowest_ev": 3.958, "symbols": ["C", "C", "O", "C", "C", "C", "H", "H", "H", "H", "H", "H"], "xyz": [[-1.25840, 1.05323, -0.01577], [-0.59328, -0.27657, 0.18473], [-0.69768, -0.88192, 1.22998], [0.43792, -0.78417, -0.83917], [1.62467, -0.44909, -0.02535], [2.34400, 0.08578, 0.86493], [-2.33264, 0.89198, -0.13740], [-0.86504, 1.60173, -0.87302], [-1.10599, 1.63021, 0.90057], [0.41341, -0.26776, -1.80274], [0.34324, -1.86347, -0.99431], [1.36084, -0.74060, 1.16503]], "atomic_forces_ev_per_a": [[-0.1, 0.1, -0.1], [-0.3, -0.1, 0.4], [-0.5, 0.0, -0.5], [-0.1, 0.0, 0.0], [0.3, 0.2, 0.4], [-0.2, -0.5, -0.5], [0.1, 0.1, 0.0], [-0.1, -0.1, 0.1], [-0.1, 0.0, -0.2], [0.1, 0.0, 0.3], [0.0, 0.2, 0.0], [0.8, 0.2, 0.1]]}